# 1
DFT (ωB97M-V/def2-TZVPD) results for 18 unconnected molecules or ions with the total composition C56H155N7O25 at a distorted geometry.

ORCA input file:
```
! RIJCOSX wB97M-V def2-TZVPD def2/J DEFGRID3
* xyz 0 1
C -1.30899 0.39182 -4.68892
O -1.76741 -0.94868 -4.94514
H -1.42954 0.92593 -5.66440
H -1.98063 0.89153 -3.96291
H -0.31094 0.44052 -4.32612
H -1.71486 -1.53719 -4.18884
C 3.33466 3.77974 -0.48230
O 2.34868 3.01207 -1.10441
H 3.81084 4.38044 -1.22046
H 2.86862 4.39613 0.26541
H 4.04754 3.07739 0.03015
H 2.86789 2.25492 -1.49580
C 2.20380 1.00090 -5.84776
O 2.47132 0.04129 -4.82776
H 2.95949 0.98152 -6.70061
H 1.16581 0.83092 -6.22306
H 2.28489 2.02023 -5.44809
H 2.04780 -0.82001 -5.06934
C -7.69451 0.55855 2.47541
O -6.34255 0.80159 2.04348
H -7.66277 0.57240 3.58894
H -8.28645 1.44621 2.13723
H -8.12061 -0.34735 2.12044
H -6.22501 0.77884 1.04227
C -3.87003 2.37087 2.71374
O -3.10652 2.93059 1.69560
H -4.89349 2.79939 2.68753
H -3.95562 1.26975 2.62401
H -3.46037 2.56851 3.72294
H -2.16567 2.68781 1.77525
C 0.52826 4.85381 -3.73245
O 1.94050 4.61385 -3.62197
H 0.05093 5.08089 -2.78358
H 0.37181 5.50665 -4.58060
H -0.00432 3.91482 -4.03302
H 2.04079 3.88514 -3.01207
C -0.99592 1.17044 3.97710
O -0.64727 1.43583 2.63089
H -1.57736 2.05047 4.27401
H -1.68380 0.29825 4.06884
H -0.15659 1.01642 4.60378
H -0.62656 0.66726 1.98548
C -4.36631 -0.90534 8.30642
O -4.31980 0.52605 8.05234
H -4.97531 -1.28154 7.53026
H -3.38082 -1.39260 8.48010
H -4.96774 -1.09650 9.24454
H -4.34422 0.71753 7.09773
C -4.49884 -2.02041 2.68581
O -3.47373 -1.86148 1.71772
C -2.20789 -2.20548 2.08901
C -1.26771 -2.00614 0.94703
N -0.90234 -0.61577 0.67855
C -0.04502 -0.61791 -0.49710
C 0.15614 0.76225 -1.13583
O -1.05908 1.39189 -1.53815
C -1.23308 2.72319 -1.03109
H -4.23792 -1.39817 3.58672
H -4.56626 -3.09136 2.93596
H -5.42192 -1.64968 2.17856
H -2.18383 -3.28316 2.23943
H -1.86892 -1.64514 3.00014
H -1.59305 -2.62729 0.07118
H -0.33857 -2.54431 1.24499
H -1.70214 -0.00856 0.52826
H -0.48433 -1.25349 -1.26364
H 0.92208 -1.04203 -0.20833
H 0.85159 0.61720 -1.97267
H 0.63981 1.49119 -0.40416
H -0.89042 2.83098 -0.00638
H -2.22997 2.97624 -1.23036
H -0.59479 3.40172 -1.62534
C 5.85472 4.95524 -3.24631
O 5.94917 3.52654 -3.11294
C 5.43270 2.72926 -4.19837
C 5.41234 1.23870 -3.72447
N 4.59459 1.12167 -2.56860
C 4.43748 -0.23127 -2.08275
C 5.68969 -0.98928 -1.79755
O 6.50000 -0.24215 -0.86838
C 7.86142 -0.58267 -0.73264
H 4.74810 5.31981 -3.23221
H 6.31726 5.28711 -4.19368
H 6.35655 5.33343 -2.39715
H 6.11748 2.83323 -5.09811
H 4.37841 3.00390 -4.44550
H 6.43364 0.86605 -3.58039
H 4.91367 0.65943 -4.48450
H 5.15974 1.70469 -1.86695
H 3.79389 -0.69668 -2.78671
H 3.82661 -0.21260 -1.17935
H 6.23919 -1.17820 -2.67915
H 5.46122 -2.01447 -1.48905
H 8.34800 -0.91153 -1.65978
H 8.02322 -1.29954 0.04899
H 8.44058 0.34539 -0.53650
C -6.39877 -1.96069 -0.88572
O -5.87062 -0.73569 -0.66531
C -4.65030 -0.33761 -1.33842
C -4.61780 1.16375 -1.33685
N -5.65299 1.75415 -2.18874
C -5.87218 3.19739 -1.98654
C -7.36233 3.48084 -2.05713
O -8.08731 2.77744 -1.10050
C -9.28350 3.46875 -0.79691
H -7.33548 -2.13502 -0.26722
H -5.67778 -2.70949 -0.56705
H -6.66727 -2.05475 -1.95414
H -4.62786 -0.71482 -2.35982
H -3.72902 -0.67623 -0.76005
H -3.61202 1.49047 -1.59884
H -4.63856 1.57673 -0.32744
H -6.51059 1.26800 -2.14086
H -5.37876 3.64625 -2.83479
H -5.37310 3.54116 -1.06359
H -7.66167 3.28158 -3.07593
H -7.48109 4.54675 -1.90692
H -9.00629 4.44447 -0.32848
H -9.83424 2.95548 -0.00850
H -9.87599 3.74300 -1.63905
C 5.87473 -4.93679 7.03082
O 4.53982 -4.74565 6.72034
C 4.18101 -3.43728 6.47028
C 2.81771 -3.41907 5.76892
N 2.88457 -3.97190 4.43743
C 3.43135 -3.12440 3.36070
C 3.22134 -3.70907 2.01197
O 3.70155 -5.04353 1.85188
C 5.09585 -5.13975 2.06836
H 6.50999 -4.98411 6.18761
H 6.00581 -5.92242 7.49647
H 6.29112 -4.20818 7.70316
H 4.92598 -3.03612 5.79147
H 4.13466 -2.76642 7.32612
H 2.54424 -2.39265 5.62456
H 1.99537 -3.85860 6.40051
H 3.25621 -4.90371 4.35929
H 4.48662 -2.95760 3.48271
H 2.90765 -2.12417 3.41973
H 3.69536 -3.01508 1.32693
H 2.14253 -3.77930 1.79353
H 5.40839 -5.27035 3.14491
H 5.59655 -4.22673 1.70300
H 5.44353 -6.07755 1.55156
C 9.47075 2.99410 1.31854
O 8.49750 2.85677 2.37352
C 7.22032 2.88584 1.88358
C 6.24986 2.25472 2.80640
N 6.34846 0.85439 2.81383
C 5.45062 0.20419 3.72636
C 3.91735 0.33476 3.45608
O 3.67180 -0.13044 2.09254
C 2.39624 0.22172 1.55276
H 10.42576 3.16399 1.86676
H 9.25218 3.87570 0.77968
H 9.55584 2.09789 0.75080
H 7.22820 2.45869 0.83001
H 6.92576 3.90912 1.88739
H 5.27858 2.62533 2.49953
H 6.44610 2.70078 3.75423
H 6.25348 0.42472 1.93990
H 5.51357 0.63923 4.72766
H 5.69135 -0.86814 3.76803
H 3.59994 1.35726 3.36003
H 3.27108 -0.15424 4.26151
H 1.64169 -0.52543 1.70022
H 2.58173 0.41406 0.48802
H 2.02146 1.14524 2.02561
C -4.93323 9.04183 -3.91382
O -4.91609 8.07025 -4.93600
C -5.15174 6.70376 -4.50183
C -4.38937 6.35950 -3.27528
N -4.96132 6.78367 -1.99392
C -4.00769 7.12902 -0.90977
C -3.27968 5.84213 -0.44319
O -2.02334 6.08868 0.13537
C -2.07149 6.34635 1.46488
H -5.80298 8.98864 -3.26833
H -4.95828 9.97826 -4.40016
H -3.97324 9.10023 -3.31456
H -4.92323 6.08555 -5.38088
H -6.24842 6.54908 -4.25325
H -3.34557 6.71943 -3.35796
H -4.39041 5.21713 -3.26163
H -5.52761 7.61844 -2.12230
H -4.63938 7.49667 -0.05117
H -3.32709 7.89497 -1.26287
H -3.07169 5.23397 -1.31255
H -3.86444 5.18124 0.15717
H -2.94211 7.04383 1.67850
H -1.15979 6.79800 1.87986
H -2.32495 5.47074 2.13503
C -2.32199 -4.03463 -2.58345
O -1.34828 -3.12652 -3.02741
C -0.01028 -3.52169 -2.92454
C 0.83547 -2.47468 -3.59349
N 0.71627 -2.41143 -5.04423
C 1.38988 -3.52252 -5.71028
C 2.72569 -3.16341 -6.28497
O 3.51375 -2.74769 -5.18742
C 4.59396 -1.95459 -5.60960
H -3.23976 -3.45619 -2.44693
H -2.13214 -4.40133 -1.54004
H -2.43188 -4.93275 -3.19671
H 0.06265 -4.47225 -3.47748
H 0.23245 -3.67806 -1.82421
H 1.91762 -2.62945 -3.37490
H 0.69711 -1.46660 -3.11033
H -0.26846 -2.22575 -5.33927
H 0.74065 -3.88847 -6.51090
H 1.61115 -4.35910 -5.05211
H 2.64717 -2.33589 -7.00571
H 3.08831 -4.15824 -6.71712
H 4.20250 -1.16662 -6.18507
H 5.25962 -2.52587 -6.23528
H 5.14899 -1.59757 -4.79801
C -2.24267 -5.11174 5.10384
C -0.94045 -4.30065 4.96015
O -0.18733 -4.35872 3.78440
H -2.50085 -5.02199 6.13723
H -2.03933 -6.12159 4.84010
H -2.87246 -4.66406 4.37821
H -0.28950 -4.60226 5.79091
H -1.25104 -3.26291 5.20299
H 0.76559 -4.37407 4.01668
C 0.61805 -7.36160 2.26987
C 0.04836 -6.69731 1.08779
O 1.13378 -5.93210 0.48286
H 0.03840 -8.09448 2.84976
H 0.98712 -6.62235 3.03652
H 1.48723 -7.89554 1.87557
H -0.87280 -6.12069 1.28372
H -0.26142 -7.41325 0.31067
H 1.88053 -5.92833 1.14563
C -4.64316 -5.38837 0.29894
C -4.82177 -6.68049 -0.54125
O -4.49790 -7.86800 0.17252
H -4.96807 -5.64712 1.32716
H -5.20436 -4.58746 -0.15389
H -3.53689 -5.21326 0.34314
H -4.12259 -6.73261 -1.40952
H -5.84131 -6.69734 -0.99171
H -5.11945 -8.00199 0.88700
*
```

Values from the calculation:
E_HOMO ... -8.22 eV
Electronic energy ... -122187.55298 eV
E_LUMO ... 0.4 eV
Energy relative to the best compared isomer or geometry (same formula, charge and spin) ... 0.270 eV
HOMO-LUMO gap ... 8.6 eV

Mulliken atomic charge list, values in e, 5 entries:
1 C 0.5734
2 O -0.6727
3 H 0.4220
4 H -0.1559
5 H -0.4354

---

# 2
DFT (ωB97M-V/def2-TZVPD) results for a molecular structure, C56H36B2Cl4F2N12W at a distorted geometry.

ORCA input file:
```
! RIJCOSX wB97M-V def2-TZVPD def2/J DEFGRID3
* xyz 3 2
W -0.56315 -0.20513 0.21470
Cl -5.12393 0.50740 8.76022
C -4.28588 0.38037 7.27099
C -4.00385 1.52558 6.53363
C -3.33781 1.41877 5.32712
C -2.92726 0.17338 4.85042
C -3.20803 -0.96747 5.60105
C -3.89084 -0.86677 6.79999
C -2.21920 0.07351 3.54989
C -0.95355 -0.41481 3.51376
C -0.13731 -0.98261 4.56781
C 1.10059 -1.18635 4.11074
C 1.21102 -0.52798 2.75487
C 1.58668 0.95174 2.89542
C 2.13183 1.48857 4.12251
C 3.13368 0.81762 4.84744
C 3.67081 1.36396 5.98930
C 3.19869 2.58866 6.46624
Cl 3.83690 3.24226 7.90377
C 2.20424 3.26940 5.76488
C 1.69070 2.73435 4.60457
C 1.45199 1.75102 1.78395
N 0.78611 1.42014 0.59801
C 1.12544 2.41167 -0.29240
C 0.60643 2.59009 -1.59599
C 1.21314 3.62607 -2.45393
C 0.44709 4.68546 -2.95539
C 1.01432 5.63998 -3.77581
C 2.35820 5.54108 -4.12589
Cl 3.05578 6.69953 -5.17177
C 3.13919 4.50768 -3.61553
C 2.57322 3.56941 -2.77568
C -0.53231 1.92588 -2.05302
C -1.21429 2.16083 -3.29132
C -2.44709 1.60779 -3.17246
C -2.50832 1.01474 -1.87171
N -1.28555 1.08644 -1.26303
C -3.67136 0.84105 -1.10558
C -3.60408 0.74688 0.29081
C -4.75774 0.80368 1.12440
C -4.34050 0.64090 2.40131
C -2.93168 0.42865 2.36560
N -2.46175 0.49053 1.06815
C -4.96436 0.91884 -1.80659
C -5.91649 1.89787 -1.50818
C -7.10616 1.95638 -2.20734
C -7.37011 1.02884 -3.21055
Cl -8.85704 1.08450 -4.05539
C -6.42167 0.06217 -3.53287
C -5.22456 0.01928 -2.84620
C 2.01564 3.35164 0.31583
C 2.19004 2.97050 1.59753
N -0.21702 -0.53250 2.30086
H -4.31082 2.49281 6.90796
H -3.12394 2.31343 4.75329
H -2.92918 -1.94560 5.22590
H -4.13073 -1.75214 7.37318
H -0.51229 -1.21659 5.55141
H 1.91178 -1.65639 4.64165
H 3.54907 -0.10579 4.46376
H 4.46440 0.85473 6.51921
H 1.83911 4.21540 6.14123
H 0.90021 3.26101 4.08470
H -0.58947 4.78762 -2.65966
H 0.42627 6.46920 -4.14473
H 4.18563 4.44714 -3.88167
H 3.18884 2.76599 -2.38659
H -0.83123 2.73115 -4.11992
H -3.26163 1.66567 -3.87529
H -5.77133 0.93448 0.78699
H -4.95323 0.62676 3.28616
H -5.69974 2.65119 -0.76075
H -7.83283 2.72585 -1.98466
H -6.62963 -0.64820 -4.32145
H -4.49120 -0.74099 -3.09203
H 2.44811 4.20533 -0.17758
H 2.81415 3.43919 2.33941
C 2.88080 -2.36726 1.79653
C 2.09660 -1.12914 1.64440
N 1.29416 -1.36354 0.44020
N 1.66289 -2.45967 -0.08224
C 2.62655 -3.07443 0.67991
B -0.30652 -3.36363 -1.96095
N 0.42853 -2.25410 -2.55245
C 1.22371 -2.33131 -3.64762
C 1.72714 -1.08553 -3.89791
C 1.18366 -0.28670 -2.88842
N 0.38003 -0.98170 -2.08838
N -1.66345 -3.08292 -1.48296
C -2.73497 -3.89837 -1.67012
C -3.81982 -3.32684 -1.06956
C -3.33075 -2.14722 -0.51110
N -2.04321 -1.96169 -0.78812
N 0.23534 -4.66966 -1.92600
C 1.50547 -5.12472 -2.27376
C 1.56287 -6.44355 -1.99700
C 0.27252 -6.76038 -1.46387
N -0.50102 -5.71752 -1.41371
H 3.58062 -2.58188 2.58964
H 2.82594 -0.35830 1.34633
H 3.03411 -4.02185 0.36378
H 1.35393 -3.25857 -4.18136
H 2.38252 -0.78364 -4.69618
H 1.36642 0.75881 -2.73078
H -2.64009 -4.81503 -2.22011
H -4.82835 -3.69973 -1.03421
H -3.88019 -1.47631 0.11673
H 2.25669 -4.45680 -2.66111
H 2.38765 -7.11890 -2.14835
H -0.08487 -7.71647 -1.11457
F -2.04418 -2.17814 1.89093
B -0.72575 -1.92164 1.64106
F 0.02855 -3.00527 1.92501
*
```

Values from the calculation:
E_HOMO (spin up / spin down) ... -14.74 / -14.70 eV
Electronic energy ... -135220.13500 eV
E_LUMO (spin up / spin down) ... -10.0 / -10.1 eV
HOMO-LUMO gap (spin up / spin down) ... 4.7 / 4.6 eV

Mulliken atomic charge list, values in e, 5 entries:
1 W 3.4339
2 Cl -0.1531
3 C 0.3324
4 C -1.0290
5 C -0.0534

---

# 3
DFT (ωB97M-V/def2-TZVPD) results for a molecular structure, C56H40Cl4N2O3P3TeTi.

ORCA input file:
```
! RIJCOSX wB97M-V def2-TZVPD def2/J DEFGRID3
* xyz -2 2
Ti -0.06336 0.74505 -1.38929
O 1.65960 0.52404 -4.95559
C 1.06832 -0.14619 -4.13677
O 0.99543 0.16955 -2.86706
C 0.36111 -1.42756 -4.57175
C 0.75208 -1.91609 -5.81460
C 0.14929 -3.03239 -6.37270
C -0.89879 -3.64573 -5.70343
C -1.30995 -3.15808 -4.47385
C -0.67054 -2.07528 -3.88033
P -1.18015 -1.54302 -2.18844
C -1.83358 -2.78123 -1.01178
C -1.68888 -4.15870 -1.13093
C -2.15247 -5.00274 -0.13280
C -2.74839 -4.47932 1.00911
C -2.87709 -3.10445 1.14337
C -2.42287 -2.26071 0.13763
C -2.96505 -1.08233 -2.85999
C -4.17998 -1.32794 -2.21699
C -5.39954 -0.91124 -2.74368
C -5.45098 -0.23454 -3.95038
C -4.26176 0.00196 -4.62745
C -3.05681 -0.42158 -4.09137
H 1.54257 -1.39079 -6.33310
H 0.48617 -3.40968 -7.33072
H -1.40498 -4.49877 -6.14056
H -2.15002 -3.61780 -3.96601
H -1.17207 -4.57196 -1.98769
H -2.02480 -6.07358 -0.23739
H -3.09486 -5.14021 1.79480
H -3.32260 -2.67721 2.03411
H -2.52310 -1.18491 0.25577
H -4.20684 -1.84806 -1.27073
H -6.31198 -1.12117 -2.19690
H -6.39678 0.10336 -4.35718
H -4.26914 0.52543 -5.57698
H -2.15897 -0.22636 -4.66362
Cl -6.34988 4.12989 -3.17968
C -5.00903 3.24997 -2.46428
C -3.82401 3.12771 -3.16686
C -2.79214 2.41767 -2.59014
Cl -1.30381 2.19429 -3.47166
C -2.87768 1.81698 -1.32253
O -1.89434 1.15216 -0.79311
C -4.10708 1.97272 -0.66455
Cl -4.29921 1.24248 0.90010
C -5.16277 2.67432 -1.21742
H -3.70805 3.55950 -4.15043
H -6.09450 2.76020 -0.67692
Te 2.00186 0.10635 3.75546
C 3.91811 0.86064 4.17937
C 4.38643 0.91964 5.49228
C 5.64757 1.42988 5.74288
N 6.47865 1.88566 4.80241
C 6.02742 1.81344 3.54919
C 4.78445 1.31380 3.19005
C 1.55917 0.85151 1.88337
P 1.67119 -0.17600 0.42339
C 3.25139 0.20625 -0.45118
C 3.78334 1.48607 -0.38243
C 4.88577 1.83631 -1.15283
C 5.45268 0.91320 -2.01701
C 4.91053 -0.36504 -2.10888
C 3.81339 -0.71356 -1.33867
C 1.97748 -1.86741 1.03455
C 3.25180 -2.33501 1.32738
C 3.42751 -3.59582 1.88144
C 2.32967 -4.39620 2.15883
C 1.05064 -3.92949 1.88527
C 0.88339 -2.67466 1.32452
P 0.07294 1.83287 1.78781
C 0.52992 3.52283 2.34578
C -0.42331 4.53952 2.28176
C -0.11570 5.83696 2.66094
C 1.16671 6.14477 3.10158
C 2.12959 5.14746 3.14837
C 1.81371 3.84811 2.77006
C -1.00064 1.28597 3.19822
C -1.40127 2.05855 4.28294
C -2.24928 1.54175 5.25688
C -2.71021 0.23750 5.16819
C -2.32029 -0.54768 4.08766
C -1.48841 -0.02215 3.11430
H 3.77606 0.58339 6.32326
H 6.00917 1.48304 6.76659
H 6.69875 2.17174 2.77395
H 4.49558 1.27226 2.14851
H 3.29967 2.21798 0.25238
H 5.28056 2.84396 -1.09415
H 6.29450 1.19411 -2.63944
H 5.33020 -1.08917 -2.79707
H 3.38682 -1.70537 -1.42915
H 4.11688 -1.71442 1.12745
H 4.42852 -3.94861 2.09973
H 2.47072 -5.38402 2.58236
H 0.18188 -4.54391 2.08862
H -0.11585 -2.32747 1.09558
H -1.41998 4.30965 1.91764
H -0.87125 6.61180 2.59977
H 1.41549 7.15905 3.39189
H 3.13665 5.37805 3.47702
H 2.56642 3.07112 2.78895
H -1.03590 3.07211 4.38550
H -2.53732 2.16320 6.09740
H -3.36530 -0.16629 5.93117
H -2.66307 -1.57281 4.00490
H -1.19552 -0.64370 2.27304
N 1.67544 -3.51195 -1.89971
C 0.79422 -2.75799 -1.84354
Cl 0.95472 2.94059 -1.20376
*
```

Values from the calculation:
E_HOMO (spin up / spin down) ... -2.62 / -2.62 eV
Electronic energy ... -176214.47531 eV
E_LUMO (spin up / spin down) ... 3.7 / 3.7 eV
Energy relative to the best compared isomer or geometry (same formula, charge and spin) ... 0.864 eV
HOMO-LUMO gap (spin up / spin down) ... 6.4 / 6.4 eV

Mulliken atomic charge list, values in e, 5 entries:
1 Ti -0.4979
2 O -0.7757
3 C -0.0651
4 O 0.3075
5 C 1.2952

---

What is the electronic energy in the third record? -176214.47531 eV